1.
93
Properties=species:S:1:pos:R:3:forces:R:3 method="wB97M-V/def2-TZVPD" relative_energy_kcal_mol=18.8 energy_ev=-279621.700 orbital_gap_ev=3.741 total_charge=-2 homo_ev=-0.4
Y 0.3783 -0.3554 -1.8371 1.5 0.0 -1.0
C 4.3674 0.5874 0.7637 0.0 0.0 0.0
C 3.3723 0.6588 -0.3645 0.1 -0.1 0.1
N 2.3326 -0.0956 -0.3469 -0.1 0.0 0.0
N 2.1401 -0.8611 0.7893 -0.1 0.0 0.5
C 1.6418 -2.0358 0.6023 0.4 0.0 0.0
S 1.4499 -2.9044 -0.8718 0.1 -0.3 0.0
S 1.2075 -2.8535 2.1495 0.2 -0.1 0.0
C 2.3944 -4.2291 1.9867 -0.3 0.1 0.0
C 3.8166 -3.7699 2.1269 0.0 0.0 0.0
C 4.6666 -3.7831 1.0275 0.0 0.0 -0.1
C 5.9747 -3.3249 1.1362 0.0 0.0 0.0
C 6.4467 -2.8457 2.3474 0.0 0.0 0.0
C 5.6001 -2.8208 3.4509 0.0 0.0 0.0
C 4.2977 -3.2757 3.3385 0.0 0.0 0.0
C 3.5787 1.5496 -1.5136 0.0 0.1 -0.1
C 4.3044 2.7377 -1.3739 0.0 0.0 0.0
C 4.5244 3.5966 -2.4327 0.0 0.0 0.0
C 4.0151 3.2550 -3.6902 0.0 0.0 0.0
C 3.3086 2.0908 -3.8715 0.0 0.1 0.0
C 3.0463 1.1963 -2.7999 0.1 -0.2 0.2
O 2.4059 0.1030 -2.9983 0.1 0.1 0.0
H 3.8366 0.6106 1.7167 0.0 0.0 0.0
H 5.1058 1.3828 0.7177 0.0 0.0 0.0
H 4.8889 -0.3716 0.7229 0.0 0.0 0.0
H 2.2173 -4.6613 1.0017 0.0 -0.1 0.0
H 2.1198 -4.9572 2.7512 0.0 0.0 0.0
H 4.2878 -4.1301 0.0729 0.0 0.0 0.0
H 6.6192 -3.3308 0.2654 0.0 0.0 0.0
H 7.4632 -2.4807 2.4308 0.0 0.0 0.0
H 5.9550 -2.4299 4.3970 0.0 0.0 0.0
H 3.6260 -3.2275 4.1877 0.0 0.0 0.0
H 4.6840 3.0145 -0.3967 0.0 0.0 0.0
H 5.0714 4.5195 -2.2851 0.0 0.0 0.0
H 4.1692 3.9260 -4.5291 0.0 0.0 0.0
H 2.8901 1.8293 -4.8355 0.0 0.0 0.0
C -3.2696 -1.9068 -5.3323 0.2 0.1 0.2
Se -2.4308 -1.8978 -3.5567 -0.3 -0.3 -0.4
C -1.1897 -3.3652 -3.9313 -0.1 0.1 0.0
C -0.2230 -3.0259 -5.0564 0.1 0.2 0.1
Se 0.9929 -1.5391 -4.5812 -0.3 -0.6 -0.3
C 2.5058 -2.7032 -4.1842 0.0 0.1 -0.1
H -3.5996 -2.9122 -5.5937 0.0 0.0 0.0
H -2.5917 -1.5201 -6.0904 0.0 0.0 0.0
H -4.1296 -1.2434 -5.2655 0.0 0.0 0.0
H -1.7778 -4.2559 -4.1685 0.0 0.0 0.0
H -0.6618 -3.5355 -2.9903 0.0 0.0 0.0
H -0.7682 -2.7265 -5.9502 0.0 0.0 0.0
H 0.3949 -3.8885 -5.3153 0.0 0.0 0.0
H 2.8953 -3.1295 -5.1081 0.0 0.0 0.0
H 2.1982 -3.4808 -3.4908 0.0 0.0 0.0
H 3.2424 -2.0645 -3.7050 0.0 0.0 0.0
Br -7.6179 2.7551 8.7113 0.0 0.0 0.0
C -6.4417 2.3228 7.2696 0.0 0.0 0.1
C -5.1194 2.7277 7.3273 0.0 0.0 0.0
C -4.2799 2.4275 6.2686 0.1 -0.1 -0.1
C -4.7350 1.7143 5.1543 -0.3 0.1 0.3
C -6.0805 1.3212 5.1279 0.1 0.0 -0.1
C -6.9290 1.6228 6.1782 0.0 0.0 0.0
N -3.8087 1.4805 4.1308 0.1 -0.1 -0.2
N -4.2013 0.6035 3.2962 -0.1 0.1 0.2
C -3.4278 0.2750 2.2332 0.1 -0.1 -0.2
C -3.9636 -0.7761 1.4630 0.1 0.1 0.1
C -3.3300 -1.3355 0.3867 0.0 -0.1 0.0
C -2.0583 -0.8752 -0.0194 -0.2 -0.1 0.0
O -1.3992 -1.4199 -0.9479 -0.4 0.0 0.5
C -1.5162 0.2886 0.6866 -0.1 0.3 0.2
N -0.3729 0.7929 0.1796 -0.3 -0.2 0.4
C 0.1740 1.8433 0.7512 0.0 0.1 -0.1
C -0.3705 2.4417 1.8852 -0.1 0.0 0.0
C -1.5351 1.9457 2.4175 0.1 0.1 0.0
C -2.1662 0.8455 1.8079 -0.1 0.0 0.0
H -4.7488 3.2629 8.1911 0.0 0.0 0.0
H -3.2421 2.7359 6.2850 0.0 0.0 0.0
H -6.4398 0.7809 4.2636 0.0 0.0 0.0
H -7.9673 1.3195 6.1505 0.0 0.0 0.0
H -4.9286 -1.1546 1.7790 0.0 0.0 0.0
H -3.7693 -2.1565 -0.1643 0.0 0.0 0.0
H 1.0695 2.2385 0.2854 0.0 -0.1 0.0
H 0.1279 3.2926 2.3299 0.0 0.0 0.0
H -1.9864 2.3874 3.2905 0.0 0.0 0.0
N -0.5419 1.1421 -2.8460 -0.6 0.8 0.4
C -1.4302 2.0705 -2.5250 0.0 0.1 -0.5
C -2.8079 1.7850 -2.2061 0.0 0.1 0.0
C -3.7185 2.7740 -1.8845 0.0 0.0 0.0
C -3.3590 4.1220 -1.8528 0.0 0.1 0.0
C -2.0306 4.4441 -2.1531 0.0 0.0 0.0
C -1.1025 3.4753 -2.4736 -0.1 0.0 0.1
H -3.1214 0.7452 -2.2215 0.0 0.0 0.0
H -4.7411 2.4910 -1.6440 0.0 0.0 0.0
H -4.0785 4.8920 -1.5990 0.0 0.0 0.0
H -1.7212 5.4872 -2.1308 0.0 0.0 0.0
H -0.0752 3.7449 -2.6983 0.0 0.0 0.0

***

2.
93
Properties=species:S:1:pos:R:3:forces:R:3 method="wB97M-V/def2-TZVPD" relative_energy_kcal_mol=9.6 energy_ev=-229886.318 s2=3.77 spin_multiplicity=4 orbital_gap_ev="7.080 / 6.888" total_charge=0 homo_ev="-7.6 / -7.7"
Mo 0.2251 0.0150 -0.3285 -0.4 -0.4 0.8
C -2.7759 -0.4846 -1.4200 0.1 0.0 0.0
N -1.9979 -0.6892 -0.1753 0.2 0.0 -0.1
C -2.4660 0.2647 0.8490 -0.1 0.0 0.0
C -1.6802 0.1963 2.1439 0.0 0.0 0.0
N -0.1771 0.2226 2.0132 0.0 0.0 -0.2
C 0.3910 -0.9902 2.6886 0.0 0.0 -0.1
C 0.3896 1.3499 2.7875 0.0 0.0 0.0
C -0.1617 1.6005 4.0498 0.0 0.0 0.0
C 0.3016 2.6034 4.8723 0.0 0.0 0.0
C 1.3769 3.3742 4.4507 0.0 0.0 0.0
C 1.9711 3.0924 3.2456 0.0 0.0 -0.1
C 1.5071 2.0761 2.3921 0.0 0.0 0.2
S 2.4305 2.0754 0.8954 0.1 0.0 0.0
C -2.1456 -2.0789 0.2637 0.0 0.0 0.0
C -3.4029 -2.5509 0.6346 0.1 0.0 0.0
C -3.5777 -3.8665 1.0202 0.0 0.0 0.0
C -2.4815 -4.7232 1.0233 -0.1 0.0 0.0
C -1.2375 -4.2583 0.6505 0.0 0.0 0.0
C -1.0406 -2.9254 0.2633 0.0 -0.1 0.1
S 0.5862 -2.3977 -0.1494 0.0 0.0 -0.1
H -3.8470 -0.5746 -1.2198 0.0 0.0 0.0
H -2.4902 -1.2481 -2.1412 0.0 0.0 0.0
H -2.5651 0.5055 -1.8203 -0.1 0.0 0.0
H -3.5196 0.0770 1.0930 0.0 0.0 0.0
H -2.4266 1.2626 0.4113 0.0 0.0 0.0
H -1.9585 -0.7026 2.6974 0.0 0.0 0.0
H -2.0093 1.0577 2.7185 0.0 0.0 0.0
H 0.2111 -0.9149 3.7628 0.0 0.0 0.0
H 1.4607 -1.0231 2.4900 0.0 0.0 0.0
H -0.0780 -1.8850 2.2970 0.0 0.0 0.0
H -0.9762 0.9847 4.4060 0.0 0.0 0.0
H -0.1632 2.7726 5.8333 0.0 0.0 0.0
H 1.7630 4.1737 5.0682 0.0 0.0 0.0
H 2.8305 3.6666 2.9230 0.0 0.0 0.0
H -4.2543 -1.8820 0.6181 0.0 0.0 0.0
H -4.5564 -4.2216 1.3122 0.0 0.0 0.0
H -2.5990 -5.7567 1.3208 0.0 0.0 0.0
H -0.3839 -4.9237 0.6597 0.0 0.0 0.0
F 1.9716 -0.2778 -7.2388 0.0 0.0 0.0
C 0.6958 -0.4418 -6.8564 0.0 0.0 0.0
F -0.0241 0.5189 -7.4541 0.0 0.0 0.0
F 0.2781 -1.6198 -7.3352 0.0 0.0 0.0
C 0.5692 -0.3600 -5.3549 0.0 0.0 -0.1
C 0.9396 0.8105 -4.7136 0.0 -0.1 0.1
C 0.8326 0.8673 -3.3378 0.1 -0.1 -0.1
N 0.3833 -0.1635 -2.6078 0.0 0.0 0.5
C 0.0324 -1.2926 -3.2384 -0.1 0.1 -0.1
C 0.1061 -1.4315 -4.6121 0.0 0.1 0.1
H 1.3075 1.6735 -5.2494 0.0 0.0 -0.1
H 1.1403 1.7635 -2.8143 0.0 0.0 0.0
H -0.2867 -2.1060 -2.6007 0.0 0.0 0.0
H -0.1819 -2.3642 -5.0734 0.0 0.0 0.0
C 2.3239 0.5037 0.0440 -0.6 0.3 -0.9
Ge 4.1566 -0.0454 -0.3196 0.2 -0.1 0.3
C 4.3485 -1.5280 -1.5759 0.0 -0.1 0.0
C 3.2902 -2.1235 -2.2475 -0.2 0.0 -0.1
C 3.4958 -3.1435 -3.1687 0.1 0.0 0.0
C 4.7823 -3.5857 -3.4331 0.0 0.0 0.0
C 5.8553 -2.9990 -2.7741 0.0 0.0 -0.1
C 5.6369 -1.9815 -1.8603 0.1 0.0 0.1
C 4.8991 -0.5708 1.4069 0.0 -0.2 0.0
C 5.7848 0.1542 2.1967 0.0 0.1 0.0
C 6.1685 -0.3055 3.4501 0.0 0.0 0.0
C 5.6671 -1.5017 3.9374 0.0 0.0 0.0
C 4.7817 -2.2402 3.1643 0.0 0.0 0.0
C 4.4061 -1.7768 1.9134 0.0 0.0 0.0
C 4.9896 1.4576 -1.2615 -0.1 0.0 -0.1
C 4.6545 1.5586 -2.6151 0.0 -0.1 0.0
C 5.0762 2.6266 -3.3904 0.0 0.0 0.0
C 5.8553 3.6250 -2.8231 0.0 0.0 0.0
C 6.2036 3.5411 -1.4850 0.0 0.0 0.0
C 5.7705 2.4700 -0.7138 0.0 0.1 0.1
H 2.0089 0.8435 -0.9738 0.6 0.4 -0.2
H 2.2751 -1.8029 -2.0595 0.1 0.0 0.1
H 2.6485 -3.5937 -3.6718 0.0 0.0 0.0
H 4.9493 -4.3818 -4.1471 0.0 0.0 0.0
H 6.8638 -3.3362 -2.9761 0.0 0.0 0.0
H 6.4933 -1.5357 -1.3644 0.0 0.0 0.0
H 6.1876 1.0959 1.8500 0.0 0.0 0.0
H 6.8592 0.2754 4.0479 0.0 0.0 0.0
H 5.9656 -1.8578 4.9151 0.0 0.0 0.0
H 4.3867 -3.1775 3.5359 0.0 0.0 0.0
H 3.7129 -2.3690 1.3223 0.0 0.0 0.0
H 4.0636 0.7769 -3.0850 0.0 0.0 0.0
H 4.8037 2.6790 -4.4371 0.0 0.0 0.0
H 6.1865 4.4636 -3.4217 0.0 0.0 0.0
H 6.8080 4.3170 -1.0328 0.0 0.0 0.0
H 6.0420 2.4531 0.3329 0.0 0.0 0.0
Cl -1.1829 3.8382 0.9729 0.0 0.1 0.1
Ge -0.3759 2.6735 -0.6953 0.1 -0.2 -0.2
Cl 1.0504 4.0477 -1.6598 0.0 0.0 0.0
Cl -2.0507 2.9425 -2.1795 0.0 0.0 0.1